34
Properties=species:S:1:pos:R:3:lowdin_spin:R:1 method="wB97M-V/def2-TZVPD" energy_ev=-18330.4647 total_charge=-1 homo_ev="0.6481 / -3.8018" multiplicity=2 orbital_gap_ev="2.55 / 6.97"
C 1.76 2.54 -2.65 0.023
C 0.53 0.43 -2.86 0.153
C 1.51 1.17 -2.21 0.047
C 0.58 -0.94 -2.83 0.177
C 2.33 0.56 -1.32 0.196
C 1.47 -1.58 -1.97 0.053
C 2.28 -0.86 -1.11 0.206
O 1.33 -2.88 -1.58 0.009
H -0.13 0.94 -3.68 0.015
H -0.12 -1.54 -3.54 0.014
H 1.36 3.08 -1.79 0.001
H 1.02 3.00 -3.41 0.007
H 2.78 1.15 -0.51 0.022
H 3.04 -1.49 -0.58 0.018
H 1.89 -3.63 -2.06 0.003
H 2.95 2.83 -2.68 0.008
C -1.15 1.70 2.29 0.002
C -1.13 1.80 0.82 0.009
C 0.34 -0.74 2.52 0.007
C -3.54 0.07 1.87 0.002
C -2.16 -0.47 2.35 0.001
O -2.29 -1.54 3.05 0.001
N -0.93 0.26 2.55 0.001
H -0.12 2.01 2.75 0.001
H -2.02 2.07 2.77 0.000
H -0.98 0.97 0.05 0.006
H -0.28 2.58 0.60 0.002
H 0.26 -1.73 2.11 0.004
H -4.10 -0.79 1.40 0.000
H -2.25 2.17 0.22 0.005
H 1.13 -0.18 1.95 0.004
H 0.57 -1.00 3.50 0.001
H -4.28 0.03 2.71 0.000
H -3.49 0.99 1.23 0.000

61
Properties=species:S:1:pos:R:3:lowdin_charge:R:1 method="wB97M-V/def2-TZVPD" energy_ev=-36467.8537 homo_ev=-9.5496 orbital_gap_ev=9.23
C -3.13 -2.42 -1.02 -0.093
C -2.43 -1.09 -1.27 -0.245
C -0.87 -1.16 -0.92 -0.202
C -0.31 0.24 -0.94 -0.165
C 0.35 0.56 0.45 -0.189
N 1.60 -0.15 0.84 0.019
C 2.85 0.41 0.75 -0.307
N 3.83 -0.29 0.28 0.057
H -2.80 -3.10 -1.87 0.099
H -4.18 -2.35 -1.26 0.068
H -2.83 -2.97 -0.15 0.031
H -2.97 -0.24 -0.85 0.092
H -2.40 -0.95 -2.34 0.103
H -0.48 -1.94 -1.66 0.129
H -0.75 -1.70 0.01 0.053
H 0.53 0.38 -1.61 0.104
H -1.21 0.83 -1.07 0.071
H 0.27 1.64 0.49 0.078
H -0.45 0.34 1.15 0.061
H 1.60 -1.12 0.52 0.095
H 2.95 1.43 1.14 0.123
H 4.74 0.14 0.44 0.045
H 0.97 2.06 -4.28 0.023
H -0.40 1.97 -3.59 0.029
O 0.13 1.60 -4.32 -0.055
H -3.62 2.22 -1.81 0.033
H -2.85 1.46 -2.91 0.013
O -3.72 1.81 -2.68 -0.059
H -2.12 -0.39 1.22 0.029
H -1.75 -0.37 2.69 0.025
O -2.35 0.08 2.05 -0.075
H 0.96 -3.29 2.44 0.078
H 0.01 -2.06 1.96 0.037
O 0.87 -2.50 1.91 -0.064
H 1.24 -3.72 -1.06 0.025
H 0.84 -3.17 0.27 -0.013
O 0.49 -3.72 -0.45 -0.090
H 3.42 2.32 -2.53 0.055
H 4.04 1.20 -1.47 0.035
O 3.49 1.99 -1.63 -0.059
H 3.73 -3.38 -0.91 0.044
H 3.03 -2.27 -1.72 0.034
O 3.21 -3.23 -1.70 -0.059
H 0.61 -0.26 2.89 0.010
H 0.35 -0.34 4.32 0.083
O -0.14 -0.26 3.48 -0.045
H 1.82 2.61 -1.00 -0.016
H 1.89 4.05 -0.50 0.051
O 1.34 3.43 -0.98 -0.043
H -2.02 3.60 -0.16 0.056
H -0.53 3.39 -0.33 -0.015
O -1.37 3.03 -0.58 -0.047
H 1.67 3.01 3.16 0.055
H 1.56 4.08 2.11 0.047
O 1.19 3.22 2.35 -0.043
H -0.83 -4.40 0.85 0.034
H -2.31 -3.98 1.48 0.026
O -1.38 -4.14 1.64 -0.075
H -2.17 1.99 2.57 -0.013
H -1.14 3.06 3.10 -0.007
O -2.06 2.81 3.06 -0.066

20
Properties=species:S:1:pos:R:3:lowdin_charge:R:1 method="wB97M-V/def2-TZVPD" energy_ev=-7459.1098 homo_ev=-11.0599 orbital_gap_ev=11.92 smiles=CCC(C)C.O
C 1.73 1.04 0.42 -0.110
C 1.39 -0.40 0.78 -0.224
C 0.29 -1.13 -0.04 -0.398
C 0.05 -0.50 -1.41 -0.101
C -1.08 -1.19 0.70 -0.063
H 2.55 1.06 -0.29 0.070
H 0.95 1.67 0.03 0.053
H 2.21 1.51 1.30 0.073
H 2.29 -1.00 0.82 0.100
H 1.06 -0.41 1.83 0.092
H 0.60 -2.14 -0.24 0.114
H -0.21 0.56 -1.37 0.057
H -0.76 -1.00 -1.92 0.075
H 0.90 -0.56 -2.10 0.082
H -0.98 -0.73 1.69 0.069
H -1.34 -2.22 0.91 0.075
H -1.83 -0.60 0.21 0.046
O -2.91 2.15 -0.55 -0.054
H -2.05 2.50 -0.80 0.026
H -2.87 1.39 0.03 0.015

13
Properties=species:S:1:pos:R:3:lowdin_charge:R:1 method="wB97M-V/def2-TZVPD" energy_ev=-7792.5883 homo_ev="-8.0001 / -8.0005" orbital_gap_ev="7.81 / 7.81"
C 1.45 0.02 -0.41 -0.064
N -0.03 0.05 -0.60 -0.096
C -0.84 1.34 0.63 0.122
C -0.70 -0.01 0.76 -0.247
C -0.93 -1.17 -0.54 -0.414
O -0.75 -2.26 -0.02 -0.035
H 2.15 0.72 0.16 0.110
H 1.79 0.06 -1.45 0.082
H 1.49 -0.93 0.10 0.070
H -0.10 2.00 1.11 0.109
H -1.54 1.53 -0.20 0.096
H -0.24 -0.58 1.55 0.122
H -1.82 -0.83 -1.09 0.144

19
Properties=species:S:1:pos:R:3:lowdin_charge:R:1 method="wB97M-V/def2-TZVPD" energy_ev=-9830.8828 homo_ev=-8.6386 orbital_gap_ev=9.62
C 0.25 0.59 -0.13 -0.422
C -1.10 0.76 -0.82 -0.151
C -1.04 -1.23 0.69 -0.138
C 0.25 -0.95 -0.06 -0.348
C 1.68 0.24 -0.54 -0.151
H 0.44 2.26 1.04 0.068
H 1.02 1.04 1.69 0.067
H -1.09 0.46 -1.91 0.116
H -1.67 1.72 -0.73 0.123
H -2.56 0.12 0.43 0.073
H -1.59 -2.18 0.67 0.112
H -0.92 -0.78 1.68 0.102
H 0.06 -1.30 -1.08 0.148
H 2.16 -1.72 -0.20 0.092
H 2.49 0.97 -0.40 0.114
H 1.67 0.04 -1.63 0.117
N 0.20 1.30 1.17 0.090
N -1.89 -0.32 -0.16 -0.063
N 1.65 -1.02 0.29 0.051

129
Properties=species:S:1:pos:R:3:lowdin_charge:R:1 method="wB97M-V/def2-TZVPD" energy_ev=-63679.5519 homo_ev=-9.0239 orbital_gap_ev=9.41 smiles="CNC(C)=O.C1CCOC1.C1CCOC1.C1CCOC1.C1CCOC1.C1CCOC1.C1CCOC1.C1CCOC1.C1CCOC1.C1CCOC1"
C -2.22 -7.46 -0.24 -0.008
N -1.50 -6.15 0.10 0.010
C -0.65 -5.86 1.01 -0.614
C -0.30 -4.39 1.03 -0.001
O -0.01 -6.72 1.63 0.015
H -2.44 -7.48 -1.31 0.075
H -3.18 -7.65 0.22 0.071
H -1.48 -8.18 0.11 0.076
H -1.63 -5.40 -0.57 0.126
H 0.24 -4.15 1.94 0.091
H -1.25 -3.85 1.03 0.071
H 0.18 -4.26 0.06 0.088
C -5.90 2.23 -0.01 -0.159
C -5.62 3.24 1.02 -0.188
C -4.14 3.56 0.86 -0.149
O -3.54 2.54 0.00 -0.136
C -4.51 1.61 -0.29 -0.243
H -6.27 2.77 -0.89 0.115
H -6.68 1.56 0.37 0.119
H -5.93 2.96 2.03 0.106
H -6.16 4.16 0.82 0.112
H -3.61 3.49 1.80 0.099
H -3.99 4.57 0.46 0.117
H -4.49 0.74 0.36 0.097
H -4.57 1.29 -1.34 0.101
C 3.43 3.47 0.91 -0.170
C 4.63 3.21 1.84 -0.156
C 4.84 4.54 2.55 -0.264
O 4.49 5.50 1.62 -0.134
C 3.31 5.02 0.81 -0.117
H 2.53 2.95 1.24 0.096
H 3.75 3.17 -0.09 0.097
H 5.51 3.14 1.21 0.113
H 4.50 2.35 2.49 0.087
H 5.86 4.71 2.90 0.123
H 4.25 4.58 3.46 0.113
H 3.30 5.23 -0.26 0.109
H 2.37 5.31 1.28 0.108
C 6.51 -1.88 -1.04 -0.150
C 5.06 -1.46 -0.95 -0.147
C 4.24 -2.52 -0.11 -0.177
O 5.36 -3.10 0.50 -0.162
C 6.64 -2.57 0.29 -0.233
H 7.20 -1.04 -1.13 0.120
H 6.60 -2.64 -1.82 0.120
H 4.58 -1.34 -1.92 0.085
H 4.91 -0.53 -0.40 0.108
H 3.45 -3.16 -0.50 0.118
H 3.83 -2.02 0.77 0.073
H 7.42 -3.32 0.22 0.119
H 6.95 -1.99 1.16 0.116
C -0.99 4.18 -2.07 -0.135
C -1.95 3.47 -3.11 -0.141
C -1.03 2.69 -3.98 -0.243
O 0.20 3.38 -3.99 -0.160
C 0.41 4.11 -2.73 -0.150
H -0.97 3.66 -1.12 0.074
H -1.27 5.14 -1.64 0.104
H -2.60 4.15 -3.65 0.110
H -2.61 2.77 -2.60 0.091
H -1.33 2.57 -5.02 0.126
H -0.85 1.70 -3.56 0.105
H 0.81 5.05 -3.10 0.112
H 1.17 3.68 -2.07 0.099
C 1.73 -0.23 -4.95 -0.203
C 2.89 -1.19 -4.82 -0.173
C 3.55 -0.95 -6.16 -0.176
O 3.27 0.48 -6.32 -0.154
C 1.94 0.85 -5.95 -0.193
H 1.59 0.07 -3.91 0.102
H 0.89 -0.75 -5.39 0.114
H 2.64 -2.23 -4.63 0.114
H 3.66 -0.98 -4.08 0.093
H 3.15 -1.51 -7.00 0.116
H 4.64 -0.98 -6.19 0.120
H 1.13 0.91 -6.68 0.122
H 1.99 1.73 -5.30 0.111
C 4.56 -1.58 3.64 -0.155
C 4.08 -0.24 4.24 -0.152
C 2.55 -0.22 3.92 -0.176
O 2.28 -1.64 4.15 -0.181
C 3.40 -2.57 3.81 -0.126
H 5.52 -1.75 4.12 0.111
H 4.73 -1.55 2.57 0.078
H 4.56 0.68 3.89 0.086
H 3.98 -0.27 5.32 0.113
H 2.32 0.04 2.89 0.084
H 1.98 0.44 4.57 0.114
H 3.21 -3.04 2.84 0.101
H 3.48 -3.30 4.61 0.117
C -4.81 -1.85 -0.69 -0.175
C -4.77 -1.52 -2.16 -0.201
C -5.74 -2.50 -2.71 -0.178
O -5.20 -3.64 -2.01 -0.137
C -5.10 -3.37 -0.64 -0.198
H -5.65 -1.30 -0.26 0.107
H -3.91 -1.73 -0.08 0.097
H -3.76 -1.54 -2.57 0.121
H -5.20 -0.53 -2.31 0.097
H -5.70 -2.46 -3.80 0.125
H -6.79 -2.31 -2.51 0.125
H -4.32 -3.97 -0.17 0.112
H -6.00 -3.48 -0.03 0.114
C 1.17 0.45 -0.06 -0.189
C -0.17 0.94 -0.18 -0.176
C -1.13 -0.31 -0.15 -0.104
O -0.16 -1.38 0.12 -0.150
C 1.05 -1.04 -0.45 -0.199
H 1.45 0.54 0.99 0.090
H 1.97 0.96 -0.60 0.112
H -0.26 1.57 -1.07 0.090
H -0.45 1.59 0.65 0.114
H -1.71 -0.35 -1.07 0.103
H -1.89 -0.36 0.63 0.092
H 1.05 -1.20 -1.53 0.120
H 1.78 -1.67 0.06 0.097
C -2.84 1.12 4.56 -0.211
C -3.96 1.89 5.13 -0.159
C -5.23 1.08 4.64 -0.122
O -4.66 0.21 3.57 -0.146
C -3.38 0.63 3.25 -0.238
H -2.57 0.34 5.27 0.121
H -1.87 1.60 4.46 0.117
H -4.07 2.76 4.49 0.102
H -3.86 2.00 6.21 0.118
H -6.15 1.61 4.39 0.104
H -5.49 0.44 5.48 0.103
H -3.41 1.45 2.53 0.097
H -2.85 -0.23 2.83 0.124

43
Properties=species:S:1:pos:R:3:lowdin_charge:R:1 method="wB97M-V/def2-TZVPD" energy_ev=-27026.0544 total_charge=+1 homo_ev=-13.7398 orbital_gap_ev=11.25
O -1.59 -0.72 0.81 0.044
C -1.24 0.42 0.52 -0.524
N -1.44 1.48 1.31 0.220
C -0.50 0.67 -0.74 -0.161
N -0.97 0.07 -2.02 0.057
C 0.12 0.21 -3.06 -0.085
C 1.40 0.45 -2.29 -0.152
C 1.00 0.16 -0.86 -0.117
H -1.08 2.41 1.13 0.107
H -1.84 1.45 2.23 0.136
H -0.40 1.80 -0.95 0.190
H -1.26 -0.96 -1.95 0.134
H -1.89 0.42 -2.35 0.152
H 0.10 -0.65 -3.75 0.143
H -0.18 1.03 -3.71 0.130
H 1.76 1.46 -2.23 0.111
H 2.33 -0.06 -2.65 0.143
H 0.93 -0.95 -0.66 0.118
H 1.67 0.52 -0.09 0.088
H -3.07 -2.42 -1.96 0.059
H -1.64 -3.07 -1.84 0.038
O -2.19 -2.45 -2.35 -0.050
H 1.24 0.13 2.23 0.026
H 1.01 -1.31 2.68 0.033
O 1.70 -0.64 2.62 -0.039
H 2.54 3.81 0.52 0.073
H 2.99 2.49 1.31 0.026
O 2.30 2.90 0.72 -0.077
H 4.24 1.04 2.58 0.082
H 3.43 0.49 1.46 0.034
O 4.06 1.20 1.64 -0.033
H -4.34 0.15 -1.46 0.079
H -3.56 0.25 -0.26 0.066
O -3.48 0.52 -1.20 -0.037
H 1.91 -3.39 0.26 0.072
H 1.16 -2.85 1.45 0.039
O 1.05 -3.03 0.51 -0.048
H 1.23 2.94 2.02 -0.025
H 0.86 3.27 3.59 0.046
O 0.64 2.79 2.79 -0.081
H -1.76 -2.81 0.62 0.015
H -0.89 -3.92 0.56 0.048
O -1.63 -3.57 0.03 -0.080

11
Properties=species:S:1:pos:R:3:lowdin_charge:R:1 method="wB97M-V/def2-TZVPD" energy_ev=-18797.5973 homo_ev=-10.0536 orbital_gap_ev=10.95 smiles="O=C[C@H]1C[C@H]1Cl"
O -0.23 2.64 -0.41 0.051
C -0.39 1.52 0.03 -0.251
C 0.46 0.32 -0.31 -0.257
C 0.50 -0.77 0.77 -0.112
C -0.14 -1.01 -0.55 -0.671
Cl -1.88 -1.27 -0.65 0.614
H -1.29 1.33 0.69 0.126
H 1.35 0.61 -0.94 0.165
H 1.38 -1.35 1.10 0.116
H -0.18 -0.44 1.58 0.113
H 0.41 -1.58 -1.29 0.106

13
Properties=species:S:1:pos:R:3:lowdin_charge:R:1 method="wB97M-V/def2-TZVPD" energy_ev=-27614.8479 homo_ev=-8.4891 orbital_gap_ev=9.11
C 0.37 1.78 -0.81 -0.374
S -1.59 1.24 -0.77 0.619
C -1.11 -0.49 -0.09 -0.563
C -0.38 -0.97 1.14 -0.213
C 0.82 -1.50 0.78 -0.564
Cl 1.63 -1.68 -0.76 0.627
H 0.97 0.87 -1.46 0.055
H 0.61 2.87 -1.24 0.040
H 0.41 1.81 0.52 0.098
H -2.04 -1.00 -0.26 0.045
H -0.31 -0.63 -0.92 -0.022
H -0.80 -0.49 2.14 0.154
H 1.42 -1.82 1.73 0.097

18
Properties=species:S:1:pos:R:3:lowdin_charge:R:1 method="wB97M-V/def2-TZVPD" energy_ev=-11467.9852 homo_ev=-10.3381 orbital_gap_ev=10.75 smiles=CO.O.O.O.O
C -0.62 4.19 3.03 -0.159
O -0.37 5.38 2.27 -0.137
H -1.44 4.25 3.73 0.070
H 0.31 3.86 3.47 0.070
H -0.90 3.46 2.23 0.086
H 0.55 5.63 2.44 0.070
O -2.80 -0.22 -6.19 -0.069
H -3.67 -0.43 -6.53 0.031
H -2.24 -0.53 -6.92 0.038
O 3.23 -0.61 2.54 -0.068
H 2.57 -0.82 1.85 0.025
H 3.34 0.28 2.16 0.042
O -0.16 -1.96 1.06 -0.059
H -0.99 -2.25 1.48 0.038
H 0.50 -2.12 1.74 0.023
O 0.70 -5.73 -2.25 -0.059
H 1.12 -5.65 -1.39 0.029
H -0.24 -5.83 -2.10 0.030

43
Properties=species:S:1:pos:R:3:lowdin_spin:R:1 method="wB97M-V/def2-TZVPD" energy_ev=-152435.6701 total_charge=-2 homo_ev="-1.2545 / -1.2722" multiplicity=3 orbital_gap_ev="5.06 / 5.07"
Pd 0.29 -0.17 0.48 1.186
S 1.65 1.64 3.13 0.043
As 2.18 -0.31 2.45 0.005
S 2.69 -0.18 0.28 0.258
S 0.33 -1.56 2.44 0.331
S 3.72 -1.28 3.55 0.018
C -5.43 -0.23 5.77 0.000
C -4.96 -0.22 4.33 0.000
C -5.87 -0.14 3.28 0.000
C -5.45 -0.16 1.96 0.000
C -4.09 -0.26 1.69 0.000
C -3.15 -0.33 2.72 0.001
C -3.60 -0.31 4.04 0.000
S -3.52 -0.37 0.01 0.003
O -3.33 -1.79 -0.26 0.000
O -4.50 0.32 -0.80 0.004
N -2.10 0.28 0.07 0.029
C -1.91 1.65 0.27 0.009
C -2.87 2.67 0.45 0.001
C -2.43 3.95 0.71 0.003
C -1.07 4.24 0.79 0.002
C -0.20 3.19 0.60 0.005
N -0.60 1.95 0.32 0.047
H -6.43 0.19 5.86 0.000
H -4.75 0.34 6.41 0.000
H -5.46 -1.25 6.16 0.000
H -6.93 -0.06 3.50 0.000
H -6.15 -0.08 1.14 0.000
H -2.09 -0.40 2.51 0.002
H -2.87 -0.35 4.84 0.000
H -3.92 2.44 0.39 0.000
H -3.16 4.74 0.87 0.000
H -0.70 5.23 1.02 0.000
H 0.88 3.32 0.68 0.000
I 1.70 -6.13 0.09 0.000
C 0.67 -4.39 -0.32 0.003
C -0.68 -4.18 -0.13 0.009
N -0.91 -2.92 -0.54 0.004
N 0.20 -2.29 -0.97 0.025
C 1.17 -3.19 -0.82 0.009
H -1.46 -4.80 0.28 0.001
H -1.79 -2.43 -0.51 0.000
H 2.19 -2.91 -1.05 0.000

50
Properties=species:S:1:pos:R:3:lowdin_spin:R:1 method="wB97M-V/def2-TZVPD" energy_ev=-31338.5044 total_charge=+1 homo_ev="-10.6140 / -11.3022" multiplicity=2 orbital_gap_ev="6.83 / 5.84"
Tc 0.84 -0.66 -0.24 -0.573
C 2.56 2.87 -4.10 0.095
C 1.19 2.71 -4.34 -0.007
C 0.38 2.13 -3.40 0.075
C 0.92 1.69 -2.18 0.024
C 2.30 1.84 -1.94 0.070
C 3.11 2.43 -2.90 -0.008
N 0.18 1.03 -1.22 0.344
C -1.19 1.22 -1.07 0.027
C -1.89 2.40 -1.33 0.059
C -3.25 2.44 -1.08 0.008
C -3.92 1.32 -0.59 0.074
C -3.24 0.14 -0.32 0.007
C -1.88 0.11 -0.55 0.058
N -1.04 -1.01 -0.31 0.119
N -1.60 -2.17 -0.12 0.266
C -0.63 -3.13 0.04 0.012
C -1.01 -4.46 0.26 0.045
C -0.03 -5.42 0.37 0.010
C 1.31 -5.05 0.25 0.051
C 1.62 -3.72 0.04 0.013
N 0.67 -2.77 -0.06 0.052
H 3.19 3.33 -4.84 0.005
H 0.78 3.03 -5.29 -0.002
H -0.67 1.96 -3.61 0.002
H 2.70 1.54 -0.98 0.000
H 4.16 2.57 -2.70 -0.002
H -1.36 3.27 -1.68 0.002
H -3.79 3.36 -1.26 -0.001
H -4.98 1.37 -0.41 0.004
H -3.74 -0.73 0.07 0.000
H -2.06 -4.69 0.33 0.001
H -0.29 -6.45 0.54 -0.001
H 2.11 -5.77 0.33 0.002
H 2.64 -3.38 -0.04 0.000
C -0.23 1.72 2.48 0.007
C 0.45 0.37 2.73 0.012
C 1.52 0.50 3.81 0.001
C -0.60 -0.67 3.15 0.007
C 1.07 -0.08 1.44 0.139
H -0.69 2.07 3.41 0.001
H -1.02 1.64 1.73 0.000
H 0.49 2.47 2.15 0.000
H 1.07 0.82 4.75 0.000
H 2.27 1.24 3.53 0.000
H 2.02 -0.46 3.99 0.000
H -1.07 -0.36 4.09 0.001
H -0.15 -1.65 3.30 0.000
H -1.39 -0.76 2.40 0.001
H 2.20 -0.17 1.38 -0.003

18
Properties=species:S:1:pos:R:3:lowdin_charge:R:1 method="wB97M-V/def2-TZVPD" energy_ev=-9345.8009 total_charge=+1 homo_ev=-12.1370 orbital_gap_ev=8.14
C -2.35 -0.20 -0.10 -0.253
C 2.60 1.25 0.14 -0.018
C 0.14 -1.60 -0.04 -0.084
C 1.62 0.22 0.52 -0.056
N -2.69 0.71 -0.97 0.123
N 1.11 -0.61 -0.32 0.023
O -2.85 0.08 1.11 0.037
H 3.54 1.08 0.67 0.108
H 2.25 2.23 0.45 0.104
H 2.79 1.26 -0.93 0.095
H -0.94 -1.14 -0.16 0.033
H 0.22 -2.44 -0.73 0.104
H 0.22 -1.95 0.99 0.105
H 1.35 0.12 1.56 0.154
H -2.43 0.63 -1.94 0.109
H -3.28 1.49 -0.72 0.124
H -2.65 -0.61 1.76 0.111
H 1.36 -0.52 -1.30 0.181